Model one:
Molecular formula: C5H35NO14
Method: DFT, ωB97M-V with the def2-TZVPD basis set

Structure (XYZ):
```
55
C5H35NO14 | the Open Molecules 2025 dataset | ωB97M-V with the def2-TZVPD basis set
O 0.731 -3.598 -2.203
O -3.420 3.156 1.256
O 3.292 -1.722 -2.339
O -0.275 4.022 -0.279
O -1.975 0.603 -2.806
O 1.779 0.292 -2.710
O 3.478 0.464 -0.430
O -2.476 -3.201 -1.478
O -3.614 1.707 -0.901
O 2.764 -2.012 1.776
O -0.406 -0.818 4.126
O 0.277 -3.452 0.605
O -0.915 -1.313 -2.570
O -3.516 0.437 2.993
N 1.793 0.987 1.817
C -1.203 0.142 -0.528
C -1.312 -0.298 -2.024
C 1.975 2.441 1.651
C 0.399 0.480 1.423
C 0.218 0.246 -0.054
H 0.067 -2.957 -2.437
H -2.190 0.276 -3.691
H 0.619 1.097 -0.592
H -3.440 1.236 -1.725
H -3.841 2.279 1.239
H 1.589 -3.132 -2.236
H 0.435 -0.327 2.262
H -1.919 -3.212 -0.685
H 2.271 0.603 -3.505
H 0.438 -0.396 4.333
H -0.205 1.293 1.904
H 1.057 -0.199 -3.101
H 1.904 2.879 0.618
H 1.164 -3.187 0.343
H -2.053 -2.695 -2.208
H 3.755 1.377 -0.415
H 2.892 0.358 -1.201
H -0.404 3.830 -1.204
H -1.716 -0.600 0.049
H -1.613 1.151 -0.506
H 3.054 2.558 1.771
H 0.775 -0.663 -0.447
H 0.087 -4.383 0.484
H -0.420 -1.668 3.707
H -3.452 3.550 0.383
H 2.025 -2.579 2.018
H -3.382 -0.473 3.227
H 4.007 -1.599 -1.666
H -1.036 4.006 0.308
H 1.311 3.047 2.290
H -2.751 1.015 3.207
H 2.495 -1.181 1.326
H 2.597 -1.290 -1.819
H -4.108 0.943 -0.534
H 2.397 0.479 1.181
```

Calculated values
Highest occupied orbital energy   -8.81 eV
Gap between HOMO and LUMO   8.53 eV
LUMO level   -0.3 eV
Molecular weight   333.3 g/mol

Results of the Mulliken charge analysis, in e, for atoms 1 through 4: -0.677, -0.623, -0.688, -0.594



Model two:
Molecular formula: C5H35NO14
Method: DFT, ωB97M-V with the def2-TZVPD basis set

Structure (XYZ):
```
55
C5H35NO14 | the Open Molecules 2025 dataset | ωB97M-V with the def2-TZVPD basis set
O -3.880 -1.669 2.380
O -1.731 0.760 -1.662
O 3.175 -0.167 -2.849
O 4.488 -0.706 -0.449
O -4.085 -0.216 -0.717
O -1.090 -1.816 -2.641
O -1.506 -2.608 1.960
O 1.273 -1.719 -1.625
O 2.292 -1.514 0.887
O -0.465 -0.638 3.500
O -2.370 -3.072 -0.617
O -2.840 0.666 3.275
O -0.708 2.408 -3.547
O 1.929 2.210 -2.949
N 0.539 1.489 0.017
C 1.764 0.720 0.296
C 1.497 2.387 2.073
C 2.504 1.405 1.460
C 0.226 2.312 1.202
C 1.410 -0.696 0.690
H 3.802 -0.301 -2.097
H 0.364 -0.994 0.829
H -1.328 -0.879 -2.410
H 2.415 -0.741 -2.597
H 2.889 0.703 2.193
H -0.107 3.309 0.916
H 1.895 3.402 2.127
H -2.735 1.111 2.425
H 3.377 1.935 1.064
H 0.739 2.081 -0.781
H -1.517 1.394 -2.389
H -4.104 -1.415 1.457
H 0.364 -1.799 -2.063
H -2.457 -2.294 2.151
H 1.276 2.161 3.117
H -1.031 0.909 -0.989
H -1.905 -2.936 0.233
H -0.308 -1.097 4.324
H -0.770 -1.364 2.898
H -1.455 -3.502 2.338
H -3.267 0.198 -1.083
H -1.963 0.253 3.461
H 0.245 2.313 -3.317
H 3.735 -1.000 0.124
H -3.112 -2.442 -0.604
H 1.530 -2.630 -1.420
H 2.385 1.325 -2.877
H -1.551 -2.378 -1.970
H 2.550 2.737 -3.465
H 5.148 -1.413 -0.490
H -4.814 -0.031 -1.317
H -3.694 -0.809 2.829
H -0.817 2.145 -4.466
H -0.558 1.825 1.777
H 2.358 0.693 -0.612
```

Calculated values
Highest occupied orbital energy   -9.67 eV
Gap between HOMO and LUMO   9.92 eV
LUMO level   0.2 eV
Molecular weight   333.3 g/mol

Results of the Mulliken charge analysis, in e, for atoms 1 through 4: -0.820, -0.896, -0.857, -0.720



The structure with the greatest stability is model two.



Model one:
Molecular formula: C2H5N3O2
Method: DFT, ωB97M-V with the def2-TZVPD basis set

Structure (XYZ):
```
12
C2H5N3O2 | the Open Molecules 2025 dataset | ωB97M-V with the def2-TZVPD basis set
O -1.836 -1.544 1.457
O 1.594 0.745 -1.840
N -0.817 -0.512 1.400
N -0.870 -0.932 -0.841
N 1.550 1.416 -0.580
C 0.712 0.756 0.199
C -0.242 -0.295 0.141
H -0.203 -0.409 2.349
H -2.005 -1.776 0.504
H -0.545 -0.338 -1.691
H 0.672 1.316 1.190
H 1.990 1.575 -2.286
```

Calculated values
Highest occupied orbital energy   -9.17 eV
Gap between HOMO and LUMO   8.93 eV
LUMO level   -0.2 eV
Molecular weight   103.1 g/mol

Results of the Mulliken charge analysis, in e, for atoms 1 through 4: -0.447, -0.390, -0.192, -0.777



Model two:
Molecular formula: C2H5N3O2
Method: DFT, ωB97M-V with the def2-TZVPD basis set

Structure (XYZ):
```
12
C2H5N3O2 | the Open Molecules 2025 dataset | ωB97M-V with the def2-TZVPD basis set
O 1.720 -0.672 1.008
O -1.737 0.846 0.100
N -0.155 -1.880 -1.166
N -1.043 -0.281 0.622
N 1.145 1.275 -0.086
C 0.037 -0.810 -0.620
C 0.961 -0.045 0.282
H -1.690 -1.066 0.641
H 1.740 1.789 0.547
H -1.876 1.429 0.858
H 0.546 -2.355 -1.720
H 0.352 1.770 -0.466
```

Calculated values
Highest occupied orbital energy   -9.33 eV
Gap between HOMO and LUMO   9.76 eV
LUMO level   0.4 eV
Molecular weight   103.1 g/mol

Results of the Mulliken charge analysis, in e, for atoms 1 through 4: -0.609, -0.442, -0.510, -0.362



Model three:
Molecular formula: C2H5N3O2
Method: DFT, ωB97M-V with the def2-TZVPD basis set

Structure (XYZ):
```
12
C2H5N3O2 | the Open Molecules 2025 dataset | ωB97M-V with the def2-TZVPD basis set
O -0.297 -1.252 -0.045
O 1.658 0.721 -0.755
N -0.678 1.041 0.703
N -2.398 -0.196 -0.609
N 2.027 -0.409 -0.021
C 1.094 -1.172 0.272
C -1.222 -0.032 -0.102
H 2.405 1.527 -0.636
H -2.637 -1.270 -0.825
H 1.349 -2.095 0.797
H -1.470 1.640 0.827
H 0.168 1.496 0.394
```

Calculated values
Highest occupied orbital energy   -9.87 eV
Gap between HOMO and LUMO   10.24 eV
LUMO level   0.4 eV
Molecular weight   103.1 g/mol

Results of the Mulliken charge analysis, in e, for atoms 1 through 4: -0.354, -0.453, -0.441, -0.645



Model four:
Molecular formula: C2H5N3O2
Method: DFT, ωB97M-V with the def2-TZVPD basis set

Structure (XYZ):
```
12
C2H5N3O2 | the Open Molecules 2025 dataset | ωB97M-V with the def2-TZVPD basis set
O 2.061 -0.280 0.095
O 0.498 1.860 -0.075
N -0.111 0.573 0.194
N 0.286 -1.644 -0.167
N -2.273 -0.413 0.043
C 0.860 -0.486 0.069
C -1.439 0.501 -0.109
H -1.604 1.561 -0.461
H -0.712 -1.777 -0.232
H 1.355 1.493 -0.216
H 0.782 -2.502 -0.327
H -2.138 -1.113 0.817
```

Calculated values
Highest occupied orbital energy   -9.57 eV
Gap between HOMO and LUMO   10.33 eV
LUMO level   0.8 eV
Molecular weight   103.1 g/mol

Results of the Mulliken charge analysis, in e, for atoms 1 through 4: -0.629, -0.390, 0.051, -0.270



The structure with the greatest stability is model four.